Entry from the Open Molecules 2025 dataset: a cluster of 2 separate species, C5H14O in total in a non-equilibrium geometry (ωB97M-V/def2-TZVPD).

Each line ends with the Löwdin charge.
CARTESIAN COORDINATES (ANGSTROEM)
C -0.79797 -1.74584 0.78764  -0.474
C 0.04065 -0.57666 0.23827  -0.055
C -1.04282 -2.84726 -0.24444  -0.056
O -0.04738 -2.27979 1.89459  -0.075
H -1.74207 -1.31450 1.15803  0.131
H 0.61389 -0.89614 -0.64309  0.078
H -0.19042 -2.88159 -0.92269  0.072
H -1.12558 -3.81128 0.26117  0.074
H -1.93786 -2.68534 -0.84359  0.077
H -0.59202 -2.95648 2.34244  0.094
H 0.62678 -0.17438 1.05759  0.076
H -0.63857 0.16542 -0.18102  0.070
C 1.12219 2.59397 -1.31823  -0.167
C 0.60841 2.88959 0.08340  -0.179
H 1.45378 3.48569 -1.83652  0.056
H 1.93283 1.87421 -1.31073  0.059
H 0.36752 2.18431 -1.98070  0.056
H 0.78472 3.91980 0.40707  0.061
H -0.46378 2.73468 0.14625  0.055
H 1.02770 2.32158 0.90456  0.049

**Relative energy (zero: lowest compared OMol25 entry of this formula, charge and spin)**: 0.748 eV
**HOMO level**: -10.2 eV
**Gap between HOMO and LUMO**: 11.22 eV
**SMILES**: CC(C)O.CC
**Net charge**: 0